[1]
{
  "formula": "C11H14N2",
  "method": "ωB97M-V/def2-TZVPD",
  "spin_multiplicity": 1,
  "mol_weight_g_mol": 174.247,
  "total_charge": 2,
  "energy_ha": -536.1431,
  "de_lowest_ev": 2.692,
  "gap_ev": 4.56,
  "symbols": ["C", "C", "C", "C", "C", "C", "C", "C", "C", "C", "C", "N", "N", "H", "H", "H", "H", "H", "H", "H", "H", "H", "H", "H", "H", "H", "H"],
  "positions_angstrom": [[4.32417, 0.96345, 0.82547], [0.66963, -3.11947, -0.30882], [1.49682, 0.14670, -0.59296], [1.80002, 0.85925, -1.66244], [-2.12267, -1.15505, 0.50623], [-1.27395, -0.49335, 1.46349], [2.16578, -0.02441, 0.64603], [0.18117, -0.68156, -0.70501], [-1.48035, 1.11859, -0.53985], [-1.06585, -0.12602, -0.01446], [-2.66703, 1.84349, 0.02298], [3.23494, 0.61894, 0.82772], [0.37698, -2.00749, -0.36024], [5.26022, 1.42020, 0.87580], [0.76618, -4.22955, -0.18075], [1.04918, 0.73001, -2.57284], [2.61700, 1.48317, -1.88575], [-1.96961, -2.18979, 0.22485], [-3.13041, -0.84794, 0.35758], [-1.76719, 0.17169, 2.28591], [-0.38400, -1.00841, 1.69718], [1.67915, -0.53323, 1.51836], [-0.05149, -0.79754, -1.73507], [-0.80592, 1.69583, -1.24804], [-3.07258, 2.70643, -0.53893], [-2.31414, 2.17882, 0.97243], [-3.51608, 1.27725, 0.12114]],
  "forces_ev_per_a": [[0.6705, 0.6666, 0.1331], [-0.8462, 0.4909, 0.4365], [-1.1949, -1.1848, 0.8940], [-2.8392, -0.5112, -3.4515], [-0.0956, -0.3725, -0.0951], [-2.0237, 0.9766, 1.9763], [-4.5450, -1.9967, 0.8056], [0.4002, 1.9336, 0.0500], [-0.5013, 1.0760, 0.8459], [0.3321, 1.2159, -1.8232], [1.5964, 1.2357, -2.2337], [2.8028, 0.2668, 0.3958], [1.5798, -4.0985, 0.4388], [0.9604, 0.6283, 0.1340], [0.1898, 1.2830, -0.2196], [1.8837, 0.4139, 1.7955], [0.9172, 0.6565, 0.3055], [0.2359, 0.1382, -0.1369], [-0.5954, 0.2820, 0.1924], [1.3236, -0.8645, -1.9244], [0.6362, -0.4855, 1.0473], [0.7605, 0.6495, -0.9047], [-0.2264, 0.3463, -1.1911], [-0.7582, -1.0246, 0.6141], [1.0603, -0.2059, 0.0209], [0.1228, 0.4807, 1.1039], [-1.8463, -1.9965, 0.7905]],
  "nbo_charge": [0.265, 0.490, -0.035, -0.442, -0.307, -0.313, -0.327, -0.106, 0.357, -0.201, -0.733, -0.183, -0.197, 0.277, 0.343, 0.196, 0.246, 0.250, 0.263, 0.301, 0.237, 0.208, 0.280, 0.277, 0.295, 0.296, 0.265]
}

[2]
{
  "formula": "C11H14N2O",
  "method": "ωB97M-V/def2-TZVPD",
  "spin_multiplicity": 1,
  "mol_weight_g_mol": 190.246,
  "energy_ha": -612.2992,
  "de_lowest_ev": 1.403,
  "gap_ev": 8.86,
  "symbols": ["C", "C", "C", "C", "C", "O", "C", "C", "H", "H", "H", "H", "H", "H", "H", "H", "C", "C", "C", "N", "C", "N", "H", "H", "H", "H", "H", "H"],
  "positions_angstrom": [[-4.15145, 0.66629, -0.18617], [-2.88783, -0.12300, -0.33686], [-1.70660, 0.43558, -0.80999], [-0.54015, -0.30304, -0.82110], [-0.48222, -1.59922, -0.30028], [0.65749, -2.33676, -0.42698], [-1.64184, -2.10978, 0.25427], [-2.84932, -1.45095, 0.09732], [-4.17163, 1.22119, 0.75431], [-5.02985, 0.02421, -0.08348], [-4.34220, 1.34581, -1.01580], [-1.65770, 1.47978, -1.09835], [0.40758, 0.13167, -1.11675], [1.21171, -1.94610, -1.10863], [-1.65131, -3.05289, 0.78926], [-3.80087, -1.91754, 0.30033], [1.99177, -0.45690, 1.63645], [2.59321, 0.40402, 0.59389], [2.69984, 1.77264, 0.66823], [3.37210, 2.12640, -0.46277], [3.58052, 1.00535, -1.20532], [3.12762, -0.04379, -0.57519], [1.20096, 0.14534, 2.10182], [2.57467, -0.66186, 2.54087], [1.56906, -1.39877, 1.31299], [2.35210, 2.41504, 1.45476], [3.51592, 3.06405, -0.79732], [4.05844, 1.16324, -2.15951]],
  "forces_ev_per_a": [[-0.6008, -0.0510, 0.0427], [-0.0856, -0.3428, -0.1381], [0.0668, 0.1519, 0.4189], [0.5744, -0.2476, 0.2502], [-0.3876, 0.8716, -0.7839], [-0.4233, -0.5152, 0.4086], [-0.2476, -1.1156, 0.0678], [0.2218, 1.0957, 0.0322], [0.3079, 0.2688, -0.0980], [0.1016, -0.2014, -0.2743], [0.0943, 0.1122, 0.0470], [-0.1402, -0.0367, -0.1212], [-0.0849, 0.1434, -0.3096], [0.2701, 0.2422, 0.1052], [0.1979, -0.2180, -0.3999], [0.0638, -0.2362, 0.5519], [-0.8201, 0.3625, 1.4058], [0.1329, 0.3840, 0.4629], [-0.0217, -1.0238, 0.1838], [-0.1710, 0.6822, -0.3710], [-0.0326, 1.1465, 0.4465], [0.2494, -0.8395, -0.6886], [-0.3544, -0.2369, -0.2843], [0.7535, -0.0551, -0.5078], [0.1064, 0.0797, -0.2920], [0.1483, 0.3608, -0.1370], [0.0949, -0.0276, 0.0928], [-0.0141, -0.7540, -0.1106]],
  "nbo_charge": [-0.625, -0.056, -0.190, -0.289, 0.301, -0.679, -0.265, -0.187, 0.217, 0.212, 0.214, 0.207, 0.216, 0.498, 0.220, 0.209, -0.658, 0.100, -0.123, -0.511, 0.161, -0.485, 0.216, 0.220, 0.252, 0.220, 0.413, 0.195]
}

[3]
{
  "formula": "C11H14N2O",
  "method": "ωB97M-V/def2-TZVPD",
  "spin_multiplicity": 1,
  "mol_weight_g_mol": 190.246,
  "energy_ha": -612.2559,
  "de_lowest_ev": 2.580,
  "gap_ev": 8.72,
  "symbols": ["C", "C", "C", "C", "C", "O", "N", "C", "C", "C", "C", "C", "N", "C", "H", "H", "H", "H", "H", "H", "H", "H", "H", "H", "H", "H", "H", "H"],
  "positions_angstrom": [[-0.39000, 1.64881, 1.20686], [-0.56584, 0.68379, 0.10015], [-1.27465, 1.33355, -1.07424], [-2.69167, 0.93765, -0.76581], [-2.48334, -0.53136, -0.36220], [-3.19363, -1.49243, -0.55946], [-1.24446, -0.56654, 0.23227], [-0.60835, -1.63936, 0.91199], [0.64278, -2.23821, 0.25682], [1.58417, -1.19249, -0.21182], [2.98717, -1.07668, -0.37879], [3.31757, 0.29062, -0.51645], [2.15090, 0.98784, -0.44408], [1.12504, 0.11247, -0.39613], [0.10022, 2.56557, 0.89790], [0.16651, 1.27405, 2.05413], [-1.44137, 1.96011, 1.48660], [-0.92554, 1.04678, -2.01744], [-1.14447, 2.39871, -1.06665], [-3.46974, 1.08860, -1.49778], [-2.95653, 1.31831, 0.20029], [-1.25463, -2.45172, 1.07644], [-0.07177, -1.25586, 1.81631], [0.37714, -3.03978, -0.50144], [1.13976, -2.87980, 1.06869], [3.77137, -1.86081, -0.49205], [4.37409, 0.67438, -0.39562], [1.97927, 1.90382, -0.62847]],
  "forces_ev_per_a": [[-1.6513, 0.4982, 1.2333], [5.2670, -1.5216, -3.3258], [-0.4586, 1.1622, 1.1413], [-0.0887, -1.5956, 0.0539], [0.1256, -0.6936, -0.7428], [-0.1068, 0.2274, 0.3347], [-0.5201, 0.7869, 0.4222], [2.5653, 0.2676, 0.6101], [0.4626, -2.7500, -0.4851], [-0.4196, 1.8621, -0.7453], [1.5817, 0.5224, -0.3689], [1.5669, -1.8198, 0.7750], [0.4196, -2.5338, -0.0128], [-3.9872, 0.3149, 2.2996], [0.1740, -0.0188, -0.3530], [-0.1477, -0.2437, 0.3272], [1.1293, -0.1795, 0.3104], [0.3881, -1.0713, -1.3515], [0.0588, 0.7225, 0.2264], [-0.0663, -0.0151, -0.1502], [-0.6179, 0.9830, 0.3399], [-1.2061, -0.6216, 0.6324], [-1.4671, -0.0170, 0.0335], [0.2239, 1.1309, 0.3668], [-0.5626, 0.9750, -0.9273], [-0.9335, 0.6120, 0.5023], [-1.7279, -0.0336, -0.6519], [-0.0013, 3.0501, -0.4946]],
  "nbo_charge": [-0.648, 0.224, -0.423, -0.491, 0.704, -0.601, -0.486, -0.207, -0.397, -0.150, -0.287, -0.092, -0.528, 0.144, 0.218, 0.230, 0.211, 0.227, 0.203, 0.240, 0.214, 0.234, 0.192, 0.212, 0.212, 0.223, 0.222, 0.401]
}

[4]
{
  "formula": "C11H14N2OSi",
  "method": "ωB97M-V/def2-TZVPD",
  "spin_multiplicity": 1,
  "mol_weight_g_mol": 218.332,
  "energy_ha": -901.8364,
  "de_lowest_ev": 0.000,
  "gap_ev": 9.65,
  "symbols": ["C", "C", "C", "C", "C", "C", "C", "C", "C", "C", "C", "N", "N", "O", "Si", "H", "H", "H", "H", "H", "H", "H", "H", "H", "H", "H", "H", "H", "H"],
  "positions_angstrom": [[-3.78613, -1.36448, 0.24280], [-2.61321, -2.06714, 0.46460], [-3.73682, -0.03766, -0.14970], [-1.38687, -1.44564, 0.28048], [-2.51194, 0.58856, -0.32748], [3.10111, -2.17437, -0.33128], [2.04702, -1.49287, -0.85046], [2.99399, -0.34370, 0.73104], [-1.34760, -0.12326, -0.11587], [0.78620, 2.15115, 2.02343], [0.92884, 1.78441, -2.14941], [3.68282, -1.43735, 0.65789], [1.96494, -0.30101, -0.16777], [1.02371, 2.16391, 0.64284], [0.80662, 0.98752, -0.44559], [-4.73930, -1.85575, 0.37704], [-2.65160, -3.09936, 0.78078], [-4.65297, 0.50939, -0.32026], [-0.47307, -1.99836, 0.44629], [-2.47091, 1.62510, -0.62730], [3.48537, -3.13894, -0.59701], [1.34172, -1.71836, -1.62162], [3.19279, 0.46208, 1.40849], [-0.23926, 2.47399, 2.21911], [1.47974, 2.85015, 2.49371], [0.92589, 1.15596, 2.44825], [-0.05011, 2.10145, -2.49345], [1.57532, 2.65918, -2.13707], [1.32373, 1.08543, -2.88250]],
  "forces_ev_per_a": [[-0.0803, -0.0972, 0.0360], [-0.0123, -0.0613, 0.0119], [-0.1031, 0.0843, -0.0309], [0.0787, -0.0760, 0.0341], [-0.0433, 0.0414, -0.0151], [-0.1583, -0.0448, -0.2023], [-0.1515, -0.2257, -0.2469], [0.0122, 0.2956, 0.1712], [3.4174, 1.7409, -0.5398], [-0.2444, 0.0279, 0.5701], [-0.0207, -0.4400, 0.5074], [0.5148, -0.1346, 0.4210], [-0.0583, 0.3262, 0.0338], [0.2432, 0.0745, -0.5713], [-3.0750, -1.1498, -0.2941], [-0.0701, -0.0073, 0.0156], [-0.0118, -0.1018, 0.0140], [-0.0800, 0.0489, -0.0072], [0.0964, -0.0651, 0.0351], [-0.0635, 0.1330, -0.0594], [-0.0135, -0.1859, -0.1254], [-0.1541, -0.2113, -0.2486], [0.0196, 0.2399, 0.1529], [0.0706, -0.0258, 0.0741], [-0.0615, -0.0788, 0.0252], [0.0169, -0.0124, 0.0876], [-0.2103, 0.0236, 0.0201], [0.1128, 0.0276, 0.1776], [0.0292, -0.1459, -0.0468]],
  "nbo_charge": [-0.220, -0.229, -0.210, -0.210, -0.275, -0.093, -0.106, 0.179, -0.278, -0.237, -1.153, -0.448, -0.790, -0.916, 1.998, 0.212, 0.212, 0.211, 0.207, 0.208, 0.211, 0.220, 0.196, 0.186, 0.189, 0.177, 0.253, 0.257, 0.250]
}

[5]
{
  "formula": "C11H14O",
  "method": "ωB97M-V/def2-TZVPD",
  "spin_multiplicity": 1,
  "mol_weight_g_mol": 162.232,
  "energy_ha": -502.5850,
  "de_lowest_ev": 4.703,
  "gap_ev": 8.81,
  "symbols": ["C", "C", "C", "C", "C", "O", "H", "H", "H", "H", "H", "H", "H", "H", "H", "H", "C", "C", "C", "C", "C", "C", "H", "H", "H", "H"],
  "positions_angstrom": [[-1.62516, -3.67118, 0.69336], [-1.21903, -3.43000, -0.55570], [-0.48872, -2.17482, -0.94725], [-1.16357, -1.35871, -2.05211], [-2.40282, -0.70060, -1.46999], [-0.25019, -0.40251, -2.59281], [-1.48980, -2.93918, 1.49147], [-2.10244, -4.60537, 0.96133], [-1.38932, -4.18475, -1.33036], [-0.33174, -1.52147, -0.06585], [0.51146, -2.46938, -1.30033], [-1.45305, -2.00096, -2.89927], [-2.90418, -0.11437, -2.24548], [-3.07564, -1.49278, -1.10955], [-2.15111, -0.03454, -0.62473], [0.03310, 0.14126, -1.84496], [-0.93952, 2.04415, 1.91298], [0.09720, 1.70826, 1.32959], [1.30029, 1.14924, 0.74864], [2.55566, 1.61532, 1.04115], [2.81041, 2.95282, 1.49805], [2.84913, 4.13251, 1.81456], [-1.79506, 2.44559, 2.44321], [1.18373, 0.22325, 0.19090], [3.44781, 1.02759, 0.82289], [2.87450, 5.14326, 2.17351]],
  "forces_ev_per_a": [[0.0835, 0.0757, -0.4184], [-0.1406, 0.0947, 0.7338], [0.5339, -0.3223, -0.1984], [-0.0690, 0.0022, 0.2841], [-0.2503, 0.0523, -0.2092], [-0.1090, -0.0718, 0.3128], [0.0360, -0.1588, -0.2149], [-0.0428, 0.0302, -0.0141], [0.0970, 0.2554, 0.1584], [-0.1850, -0.3080, -0.2592], [-0.1449, 0.1049, -0.0213], [0.1823, 0.1371, 0.2647], [-0.0531, -0.0445, 0.1817], [0.0591, 0.3605, -0.0371], [-0.0265, -0.2646, -0.2931], [0.0038, 0.0989, -0.2604], [2.3815, -0.4382, -1.3041], [-2.1674, 0.6515, 0.9723], [0.7366, 0.4958, 1.1361], [-0.7036, 0.1534, -0.7195], [-0.6329, 1.6046, 0.7716], [0.0376, -1.8280, -0.2366], [0.5280, -0.3616, -0.4049], [0.1432, -0.0193, 0.3031], [-0.3882, 0.0141, -0.3088], [0.0908, -0.3143, -0.2185]],
  "nbo_charge": [-0.396, -0.175, -0.470, 0.102, -0.640, -0.708, 0.192, 0.199, 0.201, 0.195, 0.225, 0.178, 0.219, 0.220, 0.206, 0.455, -0.193, -0.065, -0.237, -0.211, -0.066, -0.178, 0.246, 0.225, 0.234, 0.241]
}

[6]
{
  "formula": "C11H14O2",
  "method": "ωB97M-V/def2-TZVPD",
  "spin_multiplicity": 1,
  "mol_weight_g_mol": 178.231,
  "energy_ha": -577.8946,
  "de_lowest_ev": 4.055,
  "gap_ev": 8.81,
  "symbols": ["C", "C", "C", "C", "C", "C", "C", "O", "C", "C", "O", "C", "C", "H", "H", "H", "H", "H", "H", "H", "H", "H", "H", "H", "H", "H", "H"],
  "positions_angstrom": [[3.51396, -0.03693, 1.46796], [3.35315, 1.22341, 0.66705], [2.35206, 1.78059, 0.02342], [1.02518, 1.22257, -0.25022], [0.20638, 1.81551, -1.13994], [-0.90020, 1.11077, -1.56797], [-1.42795, 0.09002, -0.83051], [-2.74740, -0.07424, -1.02320], [-3.14701, -1.46172, -0.90234], [-0.54941, -0.67157, -0.03349], [-0.89492, -1.89832, 0.54447], [-1.07310, -1.76795, 1.96337], [0.72942, -0.06566, 0.17971], [3.29501, -0.88066, 0.75833], [4.46170, -0.14664, 1.96444], [2.74849, 0.10598, 2.21804], [4.26942, 1.75998, 0.46498], [2.55416, 2.61283, -0.54552], [0.38355, 2.67173, -1.81773], [-1.64990, 1.59692, -2.28953], [-4.08034, -1.71330, -1.51467], [-3.31401, -1.63125, 0.08267], [-2.37923, -2.19030, -1.11224], [-1.86836, -2.21816, 2.48314], [-0.11770, -2.31490, 2.39477], [-1.03794, -0.71701, 2.45163], [1.37880, -0.58904, 0.82927]],
  "forces_ev_per_a": [[-1.2978, 0.3020, -1.1792], [2.3006, 0.2934, -0.0923], [-1.5018, -1.8120, 0.3487], [2.1176, -0.9394, 1.2006], [-1.4089, 0.4782, -3.3702], [-1.9730, 2.7453, -0.4967], [0.3758, -1.1907, -0.0319], [-0.5906, -2.0436, -0.4258], [-1.2267, 0.0973, -2.6688], [0.9884, 1.1757, -0.1652], [-0.6250, 1.5544, 0.6938], [4.5253, 0.6063, 2.0771], [-2.6725, -0.8904, 0.3219], [0.2879, 0.3427, 1.1169], [0.4182, 0.0641, -0.1307], [-0.2809, -0.9487, 0.5171], [0.3750, 0.1448, 0.3766], [0.5510, 2.0388, -0.9988], [0.6318, -0.1313, 1.1815], [1.3567, -0.7952, 1.0016], [1.3274, 0.8646, 0.7473], [-1.1319, -0.5361, 3.0605], [0.4008, 0.2312, -0.8302], [-1.6797, -1.0845, -0.5532], [-1.7713, 1.0962, -0.4097], [0.0726, -1.2843, -1.6148], [0.4311, -0.3788, 0.3239]],
  "nbo_charge": [-0.666, -0.155, -0.206, -0.099, -0.190, -0.232, 0.251, -0.488, -0.253, 0.228, -0.529, -0.278, -0.231, 0.224, 0.225, 0.222, 0.194, 0.199, 0.221, 0.221, 0.188, 0.173, 0.198, 0.194, 0.176, 0.196, 0.218]
}